The following is a quantum chemistry calculation of a 9-piece molecular cluster, C36H49N9 overall at a distorted geometry, from the OMol25 dataset.

Bonds (Å) are listed after each position.
Atoms and positions in Å:
1 C -2.038 0.614 -0.694  C2 1.534, H6 1.096, H7 1.095, H8 1.081
2 C -0.946 0.765 -1.761  C1 1.534, C3 1.515, H9 1.090, H10 1.091
3 C 0.444 0.445 -1.249  C2 1.515, C4 1.474, H11 1.095, H12 1.093
4 C 0.563 -0.807 -0.480  C3 1.474, N5 1.148
5 N 0.759 -1.756 0.135  C4 1.148
6 H -1.804 1.145 0.236  C1 1.096
7 H -2.096 -0.423 -0.345  C1 1.095
8 H -3.018 0.987 -0.957  C1 1.081
9 H -1.003 1.791 -2.124  C2 1.090
10 H -1.238 0.107 -2.580  C2 1.091
11 H 0.809 1.212 -0.558  C3 1.095
12 H 1.187 0.369 -2.047  C3 1.093
13 C 2.858 0.862 2.201  C14 1.513, H18 1.089, H19 1.096, H20 1.091
14 C 2.226 1.080 3.559  C13 1.513, C15 1.554, H21 1.092, H22 1.089
15 C 0.792 1.669 3.454  C14 1.554, C16 1.465, H23 1.087, H24 1.092
16 C 0.562 2.727 2.466  C15 1.465, N17 1.148
17 N 0.361 3.489 1.631  C16 1.148
18 H 2.487 -0.006 1.659  C13 1.089
19 H 3.933 0.713 2.354  C13 1.096
20 H 2.840 1.777 1.606  C13 1.091
21 H 2.792 1.776 4.182  C14 1.092
22 H 2.114 0.186 4.171  C14 1.089
23 H 0.471 1.998 4.438  C15 1.087
24 H 0.124 0.883 3.095  C15 1.092
25 N 4.059 1.732 -1.116  C26 1.377, C29 1.357, H30 1.003
26 C 5.028 2.509 -1.710  N25 1.377, C27 1.381, H31 1.077
27 C 6.174 1.741 -1.794  C26 1.381, C28 1.416, H32 1.078
28 C 5.824 0.421 -1.421  C27 1.416, C29 1.381, H33 1.077
29 C 4.518 0.463 -0.975  N25 1.357, C28 1.381, H34 1.078
30 H 3.126 2.082 -1.001  N25 1.003
31 H 4.918 3.578 -1.786  C26 1.077
32 H 7.133 2.065 -2.163  C27 1.078
33 H 6.420 -0.463 -1.573  C28 1.077
34 H 4.025 -0.428 -0.621  C29 1.078
35 N -0.683 -2.385 3.296  C36 1.360, C39 1.360, H40 1.007
36 C -1.779 -2.305 4.098  N35 1.360, C37 1.374, H41 1.079
37 C -1.371 -1.887 5.342  C36 1.374, C38 1.409, H42 1.078
38 C 0.035 -1.811 5.298  C37 1.409, C39 1.385, H43 1.079
39 C 0.445 -2.180 4.028  N35 1.360, C38 1.385, H44 1.077
40 H -0.717 -2.614 2.316  N35 1.007
41 H -2.795 -2.388 3.748  C36 1.079
42 H -1.965 -1.523 6.165  C37 1.078
43 H 0.709 -1.596 6.112  C38 1.079
44 H 1.419 -2.301 3.585  C39 1.077
45 N -2.324 1.071 3.915  C46 1.359, C49 1.376, H50 1.005
46 C -3.007 1.740 2.949  N45 1.359, C47 1.371, H51 1.078
47 C -3.269 3.004 3.411  C46 1.371, C48 1.418, H52 1.079
48 C -2.809 3.084 4.750  C47 1.418, C49 1.377, H53 1.076
49 C -2.173 1.891 5.009  N45 1.376, C48 1.377, H54 1.078
50 H -1.875 0.172 3.875  N45 1.005
51 H -3.015 1.314 1.959  C46 1.078
52 H -3.795 3.756 2.843  C47 1.079
53 H -2.910 3.905 5.438  C48 1.076
54 H -1.569 1.539 5.830  C49 1.078
55 N -4.907 3.893 -2.397  C56 1.374, C59 1.370, H60 0.998
56 C -4.290 4.971 -1.810  N55 1.374, C57 1.361, H61 1.081
57 C -3.761 4.581 -0.617  C56 1.361, C58 1.411, H62 1.078
58 C -4.117 3.229 -0.423  C57 1.411, C59 1.375, H63 1.076
59 C -4.789 2.822 -1.551  N55 1.370, C58 1.375, H64 1.080
60 H -5.397 3.921 -3.266  N55 0.998
61 H -4.242 5.843 -2.446  C56 1.081
62 H -3.102 5.128 0.036  C57 1.078
63 H -3.860 2.667 0.458  C58 1.076
64 H -5.343 1.913 -1.732  C59 1.080
65 N 5.239 -3.557 -1.283  C66 1.361, C69 1.379, H70 1.003
66 C 5.808 -4.293 -0.291  N65 1.361, C67 1.368, H71 1.077
67 C 4.965 -4.277 0.786  C66 1.368, C68 1.416, H72 1.079
68 C 3.801 -3.555 0.424  C67 1.416, C69 1.390, H73 1.076
69 C 4.037 -3.040 -0.845  N65 1.379, C68 1.390, H74 1.076
70 H 5.648 -3.519 -2.198  N65 1.003
71 H 6.741 -4.821 -0.400  C66 1.077
72 H 5.147 -4.917 1.635  C67 1.079
73 H 2.885 -3.470 0.982  C68 1.076
74 H 3.443 -2.483 -1.549  C69 1.076
75 N -3.319 1.176 -6.831  C76 1.380, C79 1.361, H80 1.003
76 C -4.554 1.652 -6.443  N75 1.380, C77 1.366, H81 1.077
77 C -4.446 2.013 -5.130  C76 1.366, C78 1.416, H82 1.075
78 C -3.111 1.782 -4.718  C77 1.416, C79 1.376, H83 1.078
79 C -2.452 1.212 -5.783  N75 1.361, C78 1.376, H84 1.076
80 H -3.135 0.766 -7.728  N75 1.003
81 H -5.278 1.860 -7.213  C76 1.077
82 H -5.278 2.427 -4.591  C77 1.075
83 H -2.740 1.907 -3.714  C78 1.078
84 H -1.447 0.839 -5.876  C79 1.076
85 N 0.791 -4.392 -2.046  C86 1.382, C89 1.354, H90 1.004
86 C -0.560 -4.231 -1.810  N85 1.382, C87 1.380, H91 1.074
87 C -1.040 -5.509 -1.612  C86 1.380, C88 1.405, H92 1.080
88 C 0.027 -6.421 -1.639  C87 1.405, C89 1.384, H93 1.076
89 C 1.176 -5.661 -1.773  N85 1.354, C88 1.384, H94 1.078
90 H 1.455 -3.657 -2.208  N85 1.004
91 H -0.969 -3.238 -1.768  C86 1.074
92 H -2.072 -5.814 -1.515  C87 1.080
93 H -0.090 -7.481 -1.491  C88 1.076
94 H 2.179 -6.055 -1.824  C89 1.078

**HOMO**: -8.1 eV
**Orbital gap**: 8.41 eV
**LUMO level**: 0.0133 Ha
**SMILES**: c1cc[nH]c1.c1cc[nH]c1.c1cc[nH]c1.c1cc[nH]c1.c1cc[nH]c1.c1cc[nH]c1.c1cc[nH]c1.CCCC#N.CCCC#N
**Energy above the lowest of the compared OMol25 structures with the same formula, charge and spin**: 0.6965 eV
**Spin multiplicity**: 1